Molecular formula: C28H59BIO10
Method: DFT, wB97M-V/def2-TZVPD

Geometry as ORCA input:
```
! wB97M-V def2-TZVPD RIJCOSX def2/J DEFGRID3
* xyz -1 1
I -5.348 -0.439 2.167
O 1.281 -1.404 7.751
O 5.466 4.167 -6.448
O 2.539 2.078 -6.149
O -0.787 0.015 5.579
O -2.594 4.419 -4.478
O -1.224 2.403 2.138
O -4.971 -0.410 5.057
O 2.135 -1.782 -4.340
O -3.416 1.258 4.688
O -0.313 1.614 -1.849
C -2.288 1.437 2.100
C -3.547 -3.523 1.922
C -2.868 0.036 4.245
C -4.176 -0.840 4.085
C -3.090 -3.014 3.144
C 6.602 4.888 -6.916
C 0.823 -3.769 7.879
C -1.730 -3.148 3.414
C -4.083 -2.373 4.087
C -0.836 -3.723 2.506
C 2.133 -2.369 -3.038
C 3.140 -3.499 -2.930
C 0.068 1.994 -4.218
C 3.078 0.759 -6.085
C -2.677 -4.106 1.008
C 7.876 4.072 -6.796
C 4.410 0.752 -5.365
C -1.317 -4.200 1.290
C -2.397 0.953 0.641
C -3.570 3.484 -4.929
C -2.117 -0.477 5.508
C 0.622 -3.784 2.867
C -0.841 2.230 -3.026
C -1.956 0.262 3.043
C 1.854 -2.680 7.562
C 0.239 -0.939 5.573
C 1.314 -0.570 6.601
C -4.494 4.090 -5.970
B -4.852 1.117 5.084
H -3.919 4.450 -6.824
H -3.019 2.645 -5.351
H 1.298 -4.675 8.245
H -3.048 1.593 0.054
H -2.661 -0.087 6.357
H 3.158 2.643 -6.624
H 4.294 1.156 -4.358
H 3.143 -3.926 -1.926
H -4.926 1.431 6.276
H 0.698 -0.968 4.577
H 0.785 -4.251 3.834
H -5.223 3.358 -6.320
H 8.069 3.809 -5.753
H 0.267 -4.042 6.988
H 0.197 0.924 -4.392
H -1.420 0.889 0.174
H -0.974 3.297 -2.848
H -5.062 -2.763 3.837
H -0.620 -4.632 0.587
H -3.878 -2.698 5.108
H -3.038 -4.497 0.070
H -1.822 1.789 -3.197
H 5.127 1.385 -5.896
H -0.111 -1.940 5.821
H -1.344 -2.794 4.355
H 6.694 5.825 -6.357
H 1.059 2.415 -4.044
H 1.203 -4.253 2.079
H -2.160 -1.564 5.581
H 1.127 -2.730 -2.803
H -1.878 -0.634 2.434
H -0.474 1.961 1.736
H 0.134 -3.386 8.621
H 2.152 -2.807 6.522
H 8.736 4.627 -7.175
H 4.144 -3.137 -3.160
H -3.059 5.164 -4.086
H -2.820 -0.043 0.581
H 4.823 -0.255 -5.290
H 3.187 0.357 -7.100
H 0.547 2.009 -1.678
H 6.403 5.134 -7.958
H -0.952 0.455 3.411
H 2.296 -0.644 6.131
H -4.146 3.118 -4.073
H -5.036 4.943 -5.555
H 1.905 -2.470 -4.971
H -5.645 1.689 4.367
H 5.614 3.950 -5.522
H 0.986 -2.760 2.953
H -4.591 -3.471 1.660
H 2.719 -2.812 8.209
H -3.215 1.924 2.361
H 2.907 -4.295 -3.642
H 2.377 -1.570 -2.341
H 1.104 0.438 6.936
H 2.353 0.150 -5.551
H 7.785 3.141 -7.356
H -0.340 2.451 -5.121
*
```

Summary:
orbital gap = 6.26 eV
E = -2177.21426 Eh
HOMO energy = -4.41 eV